Below is one molecule with the formula C18H19FN4O3S2 in a non-equilibrium geometry, with properties calculated with ωB97M-V/def2-TZVPD.

```
! RIJCOSX wB97M-V def2-TZVPD def2/J DEFGRID3
* xyz 0 1
H 0.98583 1.21951 -0.57653
C -0.06591 3.89537 0.70031
H 1.94426 3.31915 0.15922
C -1.74688 2.13981 1.04610
C 2.14058 -4.83864 -0.62452
O -0.46858 -1.25070 2.12549
N -0.43684 2.70351 1.30123
H 3.65094 -3.41426 -0.17377
H -1.43557 1.79996 -1.07603
H -2.95117 -1.84493 -1.92312
C 0.60767 0.69782 0.30873
C -0.96271 4.97397 0.68137
H -1.94489 4.86548 1.11307
H -2.48510 2.92296 0.88666
O -2.62949 -1.10522 0.99882
C 1.21360 4.11119 0.17266
H 2.98338 -4.22589 1.22482
C -0.61147 6.19609 0.14873
C 0.65899 6.36650 -0.37002
C 1.57675 5.33566 -0.35520
H 2.56371 5.48947 -0.76273
C -1.69879 1.22111 -0.18401
H -2.66270 0.73562 -0.32920
C -0.72802 -2.51784 -0.15739
H -3.49704 -3.52926 -1.83091
H -2.04378 1.54083 1.91342
N 0.93940 -4.14151 -0.67863
S 0.57896 -6.19795 -2.16962
H 1.50331 2.06367 1.75018
H -3.50063 -2.47368 -0.38162
C -0.00811 -4.73684 -1.45707
N -0.70737 0.17590 -0.02166
H -1.30893 7.01884 0.14202
C 0.52698 1.64330 1.51295
H 2.88794 -6.67606 -1.49482
C 3.28983 -4.37379 0.19116
O 1.53170 -2.27445 0.50083
C -2.98057 -2.73633 -1.29797
H 4.08953 -5.10780 0.14589
H 1.24959 -0.15075 0.53924
F 1.00858 7.56460 -0.89795
H 0.18883 1.05575 2.37261
S -1.19705 -1.14071 0.89826
C -1.59222 -3.17558 -1.00239
N -1.20393 -4.28405 -1.66531
C 2.10280 -5.95991 -1.36768
C 0.64460 -2.89990 -0.03567
*
```

Properties
SMILES: Cc1nc2scc(C)n2c(=O)c1S(=O)(=O)N1CCN(c2ccc(F)cc2)CC1
Orbital gap in eV: 7.47
HOMO level in eV: -7.4782
F_max in Eh/bohr: 0.019
Calculated total energy in Ha: -2038.2989

Results of the natural (NBO) charge analysis, in e, for atoms 1 through 8: 0.20 0.25 0.21 -0.23 0.18 -0.92 -0.46 0.25

=====

Below is one molecule with the formula C18H19FN6O3 in a non-equilibrium geometry, with properties calculated with ωB97M-V/def2-TZVPD.

```
! RIJCOSX wB97M-V def2-TZVPD def2/J DEFGRID3
* xyz 0 1
H 0.22565 1.33166 1.30055
H -1.08086 -2.92373 -4.70076
C -0.92498 -0.14560 0.41457
N 3.53498 0.72439 1.49746
C 2.42492 0.60321 3.42762
H 4.85122 3.54370 1.24128
H -1.63626 -1.53833 -6.68935
H -2.14606 2.35495 -1.31686
O 1.48603 -1.53855 0.93092
C -1.36885 1.60525 -1.47262
H -0.40832 2.03631 -1.20265
C -3.68776 -0.32591 -1.86695
C -1.73896 -2.07442 -4.60262
C -2.04171 -1.30967 -5.71684
N 0.24552 0.36854 0.99857
H -4.46508 -1.04823 -1.59995
H 5.91818 1.29518 1.24979
H -1.35022 1.35019 -2.53171
N -2.69779 -1.44054 0.01963
H -2.15614 -2.91511 2.06247
C 5.53530 3.27017 2.04045
C -1.32341 -2.23688 1.90332
N -2.68969 -0.41733 -0.83807
N 1.41989 0.36065 4.38356
H 6.52230 3.65365 1.79983
C -1.62476 0.39535 -0.65059
F -3.19125 0.53150 -6.63426
C 3.67711 1.15986 3.66340
C -2.88753 -0.22807 -5.55990
H -4.12369 0.67802 -1.87545
C -3.12051 -0.66307 -3.22488
C 5.59340 1.75224 2.18613
O 0.32932 0.00414 3.98027
C -3.42905 0.11149 -4.33365
H -4.08181 0.96768 -4.25782
H -0.42886 -2.80615 1.65215
C 1.33222 -0.38554 1.26189
H 6.28108 1.47086 2.98717
O 1.70481 0.54282 5.55117
C -2.27443 -1.75690 -3.36742
C -1.64243 -1.30142 0.79986
N 4.29231 1.21028 2.48097
H -1.11620 -1.67742 2.81445
H 5.19794 3.73313 2.96489
C 2.39450 0.34459 2.03166
H 4.11671 1.49593 4.58004
H -2.03639 -2.35573 -2.50151
*
```

Properties
SMILES: CCn1cc([N+](=O)[O-])c(C(=O)Nc2c(C)nn(Cc3cccc(F)c3)c2C)n1
Orbital gap in eV: 8.23
HOMO level in eV: -8.5578
F_max in Eh/bohr: 0.032
Calculated total energy in Ha: -1351.3559

Results of the natural (NBO) charge analysis, in e, for atoms 1 through 8: 0.41 0.22 0.01 -0.23 -0.04 0.22 0.23 0.22

=====

Below is C18H19IrN2O4Te as an isolated structure, with properties calculated with ωB97M-V/def2-TZVPD.

```
! RIJCOSX wB97M-V def2-TZVPD def2/J DEFGRID3
* xyz 1 2
O 1.93638 -0.69015 -0.25375
H 6.32994 -0.13847 0.24944
N 0.39868 1.55861 0.42853
C -5.50430 2.33979 0.49133
N -0.71069 2.37390 0.60522
H -0.26237 -5.69533 0.16123
C 2.81416 1.44092 0.51811
H 3.84100 3.20992 1.16400
C 0.41122 -4.84521 0.16717
H -4.04632 -4.17120 0.28657
H -3.74048 -1.05564 2.05227
H -1.95773 -0.98924 2.18804
O 0.23871 -2.49092 0.45387
C 4.23766 -0.44322 -0.00126
H -4.73038 -3.37002 -1.16331
H -2.21707 4.35754 0.64089
H -6.49664 4.22478 0.72829
C -4.36667 -3.22748 -0.14908
H 6.09279 2.21065 1.00929
C 2.95658 0.10357 0.09471
C 5.21777 1.63015 0.75466
C -2.80709 -1.58849 1.87460
C -3.09356 2.41521 0.44510
C -0.32525 -3.54993 0.19359
O -1.61258 -3.63054 -0.04409
C -4.28258 1.69516 0.38565
C 5.34658 0.30660 0.32671
C -3.14149 3.79961 0.60089
H 1.08764 -4.88207 1.01851
H -2.82137 -2.56054 2.36416
H -4.39271 5.51867 0.81676
Ir 0.08429 -0.35733 0.09124
O -1.79582 0.46161 -0.07730
C -4.36230 4.44374 0.70119
H 1.52482 3.15167 0.92061
H 1.01895 -4.85250 -0.73976
C -5.54463 3.71713 0.65012
H -5.14725 -2.77125 0.45808
H -6.42376 1.77159 0.44449
H 4.32844 -1.46617 -0.33968
C -1.78703 1.73192 0.34658
Te -2.68111 -1.93240 -0.18996
H -4.25792 0.62193 0.24236
C 1.54698 2.10610 0.63143
C 3.96340 2.18304 0.84159
*
```

Properties
ΔE to the lowest compared entry with this formula, charge and spin in kcal/mol: 28.8
Orbital gap (alpha / beta) in eV: 6.25 / 6.23
HOMO level (alpha / beta) in eV: -10.6734 / -10.6718
F_max in Eh/bohr: 0.019
Calculated total energy in Ha: -1479.8466

Results of the natural (NBO) charge analysis, in e, for atoms 1 through 8: -0.68 0.23 -0.30 -0.20 -0.35 0.25 -0.24 0.22

=====

Below is C18H19MnNO3S as an isolated structure, with properties calculated with ωB97M-V/def2-TZVPD.

```
! RIJCOSX wB97M-V def2-TZVPD def2/J DEFGRID3
* xyz 1 5
C 0.15594 -2.01579 -0.81992
C 0.64380 4.06927 1.71703
H -1.96913 -2.19576 -1.12874
C 0.79439 4.68632 -0.59206
H -1.42867 -1.65486 -3.23849
O 1.03556 1.91412 3.58842
H -0.01284 -3.75257 -2.93619
C -1.48428 -2.54140 0.93417
H -1.05315 -1.64155 3.80592
C 0.85690 -3.09318 -2.93938
H 0.83086 5.44477 -1.36195
C 0.51711 -1.75875 -2.26551
H -0.00313 -3.04705 3.93574
H -1.71321 -3.25973 3.52519
S -3.09418 3.06312 -0.73069
H 2.16523 -1.75325 -0.08251
H 0.57026 4.32614 2.76514
H 1.43068 -1.15287 -2.25750
C 0.68354 2.71725 1.37822
H 1.67609 -3.60633 -2.43570
C 0.80649 2.38611 0.03417
N -1.98055 0.67596 0.10757
O -0.04807 0.56180 2.22344
C -1.16612 -2.26024 -0.40721
H -0.17867 -0.70124 -4.00662
C 0.81090 -2.18201 1.52169
C 1.14363 -1.99823 0.18097
H 0.95473 3.06667 -1.99527
C 0.85944 3.34923 -0.95290
H -0.93480 -0.12609 -2.51578
H 1.14712 -2.92527 -3.97587
C -2.46184 1.71606 -0.24000
C -0.56857 -1.01407 -3.03875
C 0.68783 5.04899 0.74235
C -0.84021 -2.62609 3.38251
H -2.52102 -2.70133 1.20203
Mn -0.55149 -0.28934 0.74286
H 1.01619 0.96803 -1.27239
H 1.57583 -2.05863 2.27772
C 0.60971 1.72501 2.48944
H 0.64170 6.09204 1.02071
O 0.90331 1.03179 -0.31217
C -0.50731 -2.48704 1.93033
*
```

Properties
Orbital gap (alpha / beta) in eV: 6.42 / 7.73
HOMO level (alpha / beta) in eV: -12.0331 / -12.1512
F_max in Eh/bohr: 0.009
Calculated total energy in Ha: -2526.7813

Results of the natural (NBO) charge analysis, in e, for atoms 1 through 8: -0.03 -0.11 0.26 -0.14 0.22 -0.51 0.22 -0.24